No. 1
# C54H52Cl4Ge2O3RuS4

A molecular structure, C54H52Cl4Ge2O3RuS4 in a non-equilibrium geometry (ωB97M-V/def2-TZVPD, the Open Molecules 2025 dataset).

Summary:
- Molar mass: 1265.4 g mol⁻¹
- Total charge: 0
- 2S+1: 5
- F_max: 1.3 eV/A
- Frontier orbital gap (spin up / spin down): 7.41 / 5.69 eV
- Relative energy (zero: lowest compared OMol25 entry of this formula, charge and spin): 22.0 kJ/mol

The geometry in XYZ format:
```
120
Properties=species:S:1:pos:R:3:lowdin_charge:R:1
O -3.91452 -0.39888 1.61534 -0.1891
H 5.26564 -1.62109 -2.51406 0.1243
C 5.76953 -0.42366 -0.81439 -0.2687
C 7.01629 -1.18896 -0.49188 -0.0462
H 1.59285 -6.43404 0.11971 0.1247
C 1.86138 3.59719 -3.70036 -0.0465
C 4.98271 -0.77577 -1.89968 -0.0258
C -2.96783 -1.26085 -2.97036 -0.0446
H -3.55493 6.46741 2.04669 0.0442
C 3.48374 -3.57701 -0.62966 -0.0217
C -1.59638 4.07616 -0.50199 -0.2338
S 1.91605 -0.52981 0.81540 0.3298
H -5.65053 -0.39984 -3.46727 0.0834
H 0.41137 -5.53662 3.61277 0.0905
C -0.72973 -2.27193 -3.48532 -0.0303
H 2.32871 -3.72840 4.59028 0.1239
C -4.23634 -1.92857 -1.06076 -0.0178
H -5.12103 -1.85074 -0.44838 0.0749
C -7.11522 2.08819 2.16560 -0.6934
C -5.83775 2.61707 2.03186 -0.5992
Cl -8.44496 3.14282 2.41086 0.7078
C -0.08921 -6.10406 -1.17108 -0.0497
H 6.79371 -2.23485 -0.28998 0.0655
C -2.11144 -2.94733 -1.49564 -0.1881
H -0.09768 -7.11611 -1.54869 0.1061
H 4.88371 -3.53328 4.96369 0.0795
C -2.33726 4.89217 0.34457 -0.0187
O -3.51858 2.18460 1.75364 -0.1796
H 3.10072 2.49378 1.07644 0.0607
C 3.81252 -3.24523 3.12980 -0.2618
H 7.51415 -0.77015 0.37672 0.0750
H -5.91210 -0.06393 -1.75248 0.0722
H -1.63681 2.44447 -1.90426 0.0547
C -0.24948 4.36374 -0.72583 -0.1518
H -0.70172 -3.22839 -4.00771 0.0882
H -4.71547 0.86137 -2.66826 0.0749
C 1.88991 -4.01183 1.25877 -0.1768
C -0.06489 -3.51988 -0.19683 -0.1947
C 2.44322 2.00689 -1.97025 -0.2122
C -3.42707 -3.66556 0.53764 -0.0311
H 0.27801 4.95959 -3.21640 0.1279
H 7.70757 -1.15989 -1.33192 0.0828
H -2.63749 2.20677 -0.45334 0.0145
H 1.70492 6.79520 -1.14975 0.0918
H 3.51797 2.24359 -3.79393 0.1210
Cl -6.51359 -1.85401 1.87195 0.7633
C 4.27039 1.43224 -0.37807 -0.2456
C -5.15954 -0.12398 -2.53493 -0.0356
Cl -5.60267 4.31029 2.08868 0.7646
C -1.04861 -3.89900 -1.10400 -0.2257
H -3.99002 -3.10928 1.28196 0.0417
C 5.38561 0.67244 -0.05816 -0.0089
H -0.44692 -4.68935 2.32105 0.0642
H -3.37358 4.65146 0.52766 0.0723
H -1.80639 -5.49755 -2.30324 0.1245
C -7.32464 0.70452 2.12580 -0.6952
C -0.45031 6.30712 0.67476 -0.0090
O -2.79400 0.95900 4.33146 -0.0916
H -0.69798 -1.47253 -4.22200 0.0802
Ge -0.06920 -1.66908 0.61014 0.1740
C -4.72529 1.77514 1.86216 -0.3518
C 3.48801 1.07180 -1.48443 -0.1813
H 2.21947 6.28768 0.45789 0.0843
H 5.81747 -2.72937 3.69059 0.0733
H 2.04348 4.01969 -4.67717 0.1069
C 1.35979 2.46368 -1.21656 -0.2035
C -1.77890 6.00575 0.94593 -0.2581
C 3.15706 -3.60222 0.83141 -0.2427
H 2.32178 5.16091 -0.90338 0.0575
C -1.04370 -5.19888 -1.59780 -0.0114
C 4.09570 -3.21491 1.77209 -0.0140
C -3.24693 -2.83022 -0.69317 -0.2128
H 0.15832 -2.20743 -2.85420 0.0685
Cl -8.91368 0.08265 2.32027 0.7027
C 1.59027 -4.06495 2.62072 -0.2195
H 5.98297 0.95503 0.79651 0.1150
H 3.73563 3.49677 -0.22999 0.0755
C 2.56134 -3.68152 3.53571 -0.0018
H -2.06506 7.09484 2.76428 0.0817
H 3.48353 -0.16181 -4.34363 0.0861
Ge 0.64909 1.32889 0.30654 0.1700
C -4.94425 0.34162 1.79330 -0.3459
C 3.03082 -0.50680 -3.41240 -0.0338
H -2.17330 1.66037 4.56602 0.0432
Ru -2.14327 0.61103 1.80992 0.8519
C 0.88614 -4.42527 0.25419 -0.2356
H -2.51986 0.16392 4.80222 0.0442
C 0.86167 -5.72464 -0.24056 -0.0183
C 0.62595 3.57738 -1.63045 -0.2339
C 2.67218 2.58789 -3.21814 -0.0209
C -4.10539 -1.12831 -2.18275 -0.2703
H 4.81174 2.92175 1.05345 0.0832
C 1.72874 5.95321 -0.45455 -0.0256
H 2.01717 -0.11691 -3.35734 0.0760
H -2.84997 -0.62914 -3.84076 0.1215
C 0.86760 4.11446 -2.89244 -0.0272
C -1.96806 -2.16238 -2.64492 -0.2810
H 4.51449 -3.27389 -0.78181 0.0622
H -2.46779 -3.94970 0.96701 0.0564
C 3.84613 -0.05498 -2.23427 -0.2268
H -3.97823 -4.57546 0.29807 0.0941
H 5.06682 -2.87728 1.44034 0.1067
H 3.33275 -4.55732 -1.07864 0.0871
C -2.58633 6.90513 1.82817 -0.0443
H -3.17895 3.29893 -1.71121 0.0919
C 0.32078 5.51299 -0.15620 -0.1999
H -2.74579 7.86562 1.33866 0.0843
C -6.25289 -0.15708 1.93348 -0.5910
C 3.96460 2.65974 0.42660 -0.0276
H -0.00294 7.19123 1.10844 0.1210
H 4.55760 -1.85230 4.55880 0.0841
C 4.83267 -2.82034 4.14226 -0.0450
H 2.99513 -1.59514 -3.45060 0.0764
C -2.29138 2.94149 -1.19005 -0.0730
H -0.13588 -3.87727 3.86148 0.0560
C 0.27253 -4.57011 3.12805 -0.0479
S -0.36135 2.14142 2.12105 0.1750
S -1.03692 0.01797 -0.65833 0.3350
H 2.83562 -2.86723 -1.14402 0.0710
S -1.17375 -1.43270 2.52185 0.1927
```

No. 2
# H18O9

9 unconnected molecules or ions with the total composition H18O9 in a non-equilibrium geometry (ωB97M-V/def2-TZVPD, the Open Molecules 2025 dataset).

Summary:
- SMILES: O.O.O.O.O.O.O.O.O
- Molar mass: 162.1 g mol⁻¹
- Total charge: 0
- 2S+1: 1
- F_max: 2.8 eV/A
- Frontier orbital gap: 10.22 eV
- Relative energy (zero: lowest compared OMol25 entry of this formula, charge and spin): 278.4 kJ/mol

The geometry in XYZ format:
```
27
Properties=species:S:1:pos:R:3:lowdin_charge:R:1
H -1.41381 0.88648 3.44874 0.0292
H -2.19281 -2.75052 1.27974 0.0828
H -0.60181 1.79148 0.45274 -0.0228
H 3.66919 -1.39652 1.40174 0.0594
H -0.49381 1.55148 -2.28526 0.0985
O -1.10081 0.00348 3.64574 -0.0225
H -1.18281 2.88348 1.32374 0.0702
H 2.47819 -1.71352 -1.63926 0.0120
H -0.80381 0.01348 -0.56326 -0.0045
O -1.19881 2.53148 0.41374 -0.0519
H 1.06919 -0.98452 -1.25226 -0.0147
H -1.54881 1.57648 -1.26526 0.0529
O -1.69781 -2.12252 1.83774 -0.0317
H -1.48581 -0.48752 2.96974 -0.0536
H 1.43319 2.76748 -0.13026 0.0111
O 2.11519 2.11748 -0.19326 -0.0081
H -0.62281 -1.00052 -4.70726 0.0277
O 2.69819 -1.39252 1.26474 -0.0490
H -0.66281 -0.78552 0.65474 -0.0034
O -0.20281 -0.15452 0.15174 -0.0307
O -1.19181 0.94648 -1.94426 -0.0644
O 1.72719 -1.21052 -1.91326 -0.0558
H 1.81519 1.63848 0.54174 -0.0178
O -0.88481 -1.16852 -3.80826 -0.0438
H 2.35619 -0.52152 1.38974 -0.0015
H -0.79681 -0.27752 -3.49426 -0.0242
H -1.27881 -2.74152 2.41974 0.0565
```

No. 3
# C3H8O2S

2 unconnected molecules or ions with the total composition C3H8O2S in a non-equilibrium geometry (ωB97M-V/def2-TZVPD, the Open Molecules 2025 dataset).

Summary:
- Molar mass: 108.2 g mol⁻¹
- Total charge: -2
- 2S+1: 1
- F_max: 1.4 eV/A
- Frontier orbital gap: 5.93 eV
- Relative energy (zero: lowest compared OMol25 entry of this formula, charge and spin): 45.4 kJ/mol

The geometry in XYZ format:
```
14
Properties=species:S:1:pos:R:3:lowdin_charge:R:1
H 0.93160 1.20650 -0.38567 0.1041
H -2.43330 0.09214 -0.04524 0.0089
H -0.03819 -0.56535 1.58227 0.0898
C -0.47319 0.27819 1.02031 -0.2904
C 0.34418 0.26405 -0.29343 -0.3260
H -0.14609 1.08577 1.66477 0.0596
C -2.00150 0.27919 0.93524 -0.7770
H 3.15764 -1.60058 -2.84707 -0.1835
S -2.90878 1.78006 1.55052 -0.0764
O 1.17375 -0.86154 -0.38008 -0.1457
H -0.33726 0.30538 -1.15764 0.0944
H -2.30958 -0.56259 1.58315 0.0156
O 3.16315 -0.95233 -2.13713 -0.5687
H 1.87757 -0.74888 -1.09000 -0.0046
```

No. 4
# C33H28Br2F2N6O2STi

A molecular structure, C33H28Br2F2N6O2STi in a non-equilibrium geometry (ωB97M-V/def2-TZVPD, the Open Molecules 2025 dataset).

Summary:
- Molar mass: 818.4 g mol⁻¹
- Total charge: 0
- 2S+1: 1
- F_max: 2.6 eV/A
- Frontier orbital gap: 6.46 eV
- Relative energy (zero: lowest compared OMol25 entry of this formula, charge and spin): 135.3 kJ/mol

The geometry in XYZ format:
```
75
Properties=species:S:1:pos:R:3:lowdin_charge:R:1
C -2.87672 1.33357 -3.32511 -0.2684
H -2.18229 -3.47900 -3.70953 0.1132
C -1.15904 -4.01898 0.60760 -0.0227
C -3.09075 -2.44600 0.95724 -0.0095
H 4.64796 1.96849 -1.28257 0.1101
H -0.27309 -2.72185 2.91332 0.0725
C 0.10225 3.61696 2.82676 -0.0422
C 0.83031 -2.00202 -4.12360 -0.0363
H -2.68829 1.02891 4.69836 0.1107
C 2.74616 1.02672 -0.94338 -0.1008
C -2.80901 1.08466 3.62574 -0.0348
C 3.90176 1.28298 -1.65580 -0.0699
H -3.40292 -1.48894 1.37574 0.0738
H -1.97743 -2.18479 -1.59221 0.0991
F -2.75731 1.51196 -4.65230 0.0686
H -1.80147 -3.58648 3.13169 0.0908
C -3.06088 1.05638 -0.58663 -0.1082
Br 5.60650 0.94481 -3.91877 0.7698
H -1.24350 3.87100 -0.78031 0.1209
H -1.66382 5.69743 0.83994 0.1034
H 3.16011 -3.48334 2.29271 0.0642
H 2.79044 -2.48880 3.64733 0.0876
N -0.12713 -1.42804 -2.01591 0.0365
N -1.95820 0.54524 1.46004 0.0743
H -4.62150 2.24024 3.65518 0.1118
C -1.18342 -2.17528 -2.32296 -0.1076
C -1.58993 -2.66620 1.19229 -0.6248
F -5.29442 1.90452 -0.77951 0.0563
H -1.77256 -1.81866 3.18573 0.0588
H -3.33377 -2.44725 -0.10758 0.0769
C 4.06342 0.63701 -2.86900 -0.6614
C -0.87802 3.80767 0.23805 0.0003
C -3.99819 1.74744 1.66757 0.0167
C -1.91211 0.56345 -1.24324 -0.0933
C 0.31059 2.55951 1.93768 -0.1635
C 3.08779 -0.22759 -3.31947 -0.0415
N 2.57587 -2.78022 2.70612 0.0487
H 0.49126 3.53850 3.83642 0.1133
C -1.33948 -2.69586 2.70588 -0.0131
H -4.82818 2.25866 1.21256 0.1075
H 1.63096 -1.91373 -4.84086 0.1037
H 2.58050 1.50666 0.01208 0.1169
H -0.07716 -4.12052 0.69464 0.0634
C -1.10116 4.82381 1.14495 -0.0785
C -3.03302 1.10580 0.88307 -0.1953
H 3.21224 -0.73992 -4.26077 0.1024
C 1.95674 -0.41310 -2.53180 -0.2315
H -0.99693 0.03495 3.20377 0.1067
C -4.05986 1.69951 -2.71747 0.0624
C -0.60748 4.73719 2.44618 -0.0968
C -3.88249 1.73971 3.04319 -0.0390
C -4.12120 1.55222 -1.35104 -0.2083
N 1.00374 0.23246 1.75329 -0.0762
S 2.11669 -2.18050 0.18373 0.6660
H -0.95486 0.50016 -3.19523 0.1110
N 1.79918 0.19147 -1.35344 0.0003
C -1.86747 0.52368 2.78760 -0.1366
Ti -0.25136 -0.15457 -0.03967 1.0100
H -1.64401 -4.83135 1.14903 0.0880
Br -0.34906 -3.72666 -6.04750 0.7834
H -0.77905 5.54284 3.14772 0.0974
C -0.18156 2.65108 0.61699 -0.3301
O 0.04009 1.67091 -0.22381 -0.2244
O -0.85630 -1.62837 0.57594 -0.3214
C -1.30500 -2.88561 -3.50003 -0.0649
N 1.66801 -0.73890 2.45502 -0.0219
H -1.42449 -4.10056 -0.44629 0.0694
C 0.86173 -1.32117 -2.90876 -0.2068
H 1.56156 1.42364 3.30385 0.1319
H -3.65630 -3.24230 1.44141 0.0931
H -4.89750 2.08879 -3.27794 0.1315
C 1.01200 1.37261 2.36526 -0.0915
C -0.26338 -2.79186 -4.40761 -0.6569
C 2.07541 -1.82718 1.85846 -0.9117
C -1.83723 0.76388 -2.62408 -0.0336
```

No. 5
# C7H11N2

A gas-phase ion, C7H11N2 (charge +1) in a non-equilibrium geometry (ωB97M-V/def2-TZVPD, the Open Molecules 2025 dataset).

Summary:
- Molar mass: 123.2 g mol⁻¹
- Total charge: +1
- 2S+1: 1
- F_max: 4.7 eV/A
- Frontier orbital gap (spin up / spin down): 7.69 / 7.69 eV
- Relative energy (zero: lowest compared OMol25 entry of this formula, charge and spin): 475.3 kJ/mol

The geometry in XYZ format:
```
20
Properties=species:S:1:pos:R:3:lowdin_charge:R:1
C -0.63460 -0.96594 -0.52525 -0.1333
H 1.65430 2.71506 0.39496 0.1140
H -2.16069 -0.24025 -1.82179 0.1290
H 2.22841 -1.09070 1.14958 0.0825
C 0.89776 0.95345 0.01969 -0.1824
N 1.83829 1.72271 0.38756 0.1403
C -1.69745 0.39950 0.99814 -0.0446
H 1.48977 -2.38899 0.19710 0.1154
H 2.85158 1.48339 0.73777 0.1849
C -1.36348 0.28746 -1.34803 -0.0938
C -1.68196 1.09228 -0.21108 -0.0122
C 1.84803 -1.33382 0.20720 0.0241
N 0.81736 -0.30876 -0.14424 -0.0822
H -1.43340 -1.74577 1.44407 0.1483
H -0.86400 0.75839 -2.15020 0.1139
H -0.54493 -1.86645 -1.16159 0.1592
H -2.20314 2.07629 -0.23854 0.1486
H 2.37406 -1.33978 -0.64389 0.0568
H -2.11076 0.69843 1.98572 0.1425
C -1.30514 -0.90651 0.72283 -0.0109
```

No. 6
# C26H47CrO2Si2

A molecular structure, C26H47CrO2Si2 in a non-equilibrium geometry (ωB97M-V/def2-TZVPD, the Open Molecules 2025 dataset).

Summary:
- Molar mass: 499.8 g mol⁻¹
- Total charge: 0
- 2S+1: 4
- F_max: 3.1 eV/A
- Frontier orbital gap (spin up / spin down): 6.60 / 8.31 eV

The geometry in XYZ format:
```
78
Properties=species:S:1:pos:R:3:lowdin_charge:R:1
C 1.02678 -3.41754 -1.54826 -0.2035
H 0.64746 -3.64628 -3.99872 0.0934
H -0.70647 2.59088 -6.61051 0.1117
H -1.83379 -2.96102 1.24740 0.0936
H -1.46433 -3.08700 3.50940 0.0219
H 2.60289 -4.49725 3.34895 0.0080
C -0.28739 -1.42670 -5.65225 -0.1890
H -2.55428 1.98896 -4.84359 0.0966
H -0.53503 -4.59270 3.31492 0.0145
C 1.08994 -2.39626 1.17529 -0.3823
C 2.50300 -3.47270 3.73220 -0.1893
H -0.70030 -5.41069 1.42698 0.0151
H 0.05642 4.03675 -5.76776 0.1117
C 1.14205 -2.77610 -4.44828 -0.2200
H -1.92168 -2.51004 -1.42935 0.1169
Si 1.00075 -4.02181 0.22666 0.3981
O 0.22864 -1.66960 -4.30244 -0.1369
C -1.76496 -1.99832 0.75770 -0.1264
H -0.04185 -0.40283 3.82759 0.0133
C -1.82322 0.28075 0.45835 -0.1500
C -0.50078 -3.57007 3.71075 -0.1796
H 1.25099 -4.28420 -2.17923 0.0382
H -1.57911 0.50758 -4.91752 0.0611
H -2.08941 0.15350 -1.78541 0.0941
H -0.27381 -6.04515 -0.16363 0.0377
H 1.22886 -4.17144 -6.08708 0.1073
H 3.41729 -2.91338 3.48084 0.0366
C 2.20645 0.23114 0.65748 -0.1471
C 0.94244 -0.88752 3.88291 -0.1785
H -0.26490 1.95402 -0.80967 0.0849
Cr 0.03137 -0.78155 0.03716 0.5844
H -1.32170 4.02756 -3.39260 0.0993
C -0.48568 -5.12241 0.39462 -0.1729
H 1.02230 0.21871 -2.50174 0.0953
C 2.56901 -5.02846 0.44857 -0.1700
C 2.27152 -0.25121 -0.67880 -0.1403
H 0.46180 3.91747 -3.33968 0.0979
C -1.70520 -0.74523 1.43786 -0.1268
H -1.39253 -4.68744 -0.04058 0.0256
H -0.20288 -2.83594 -7.31510 0.1083
H 2.48032 -2.92288 -6.16283 0.1087
C 0.48401 1.21725 -0.53722 -0.2056
C 1.03188 1.03933 0.78678 -0.1478
H -0.52390 2.85523 -2.32205 0.0500
C -1.80521 -1.75978 -0.65439 -0.1377
H 2.04146 -2.55857 -3.85918 0.1133
Si 0.96859 -2.58903 3.06574 0.4173
C -0.47736 2.31635 -4.40727 -0.5602
C -1.71886 1.45487 -4.38333 0.0036
C 1.20647 2.14449 -5.58783 -0.1467
H 3.01979 -0.93112 -1.08079 0.1124
C -0.08524 2.94911 -5.78442 -0.0656
H 1.01035 -1.55438 -7.38217 0.1037
H 1.82222 -2.67338 -1.70629 0.0269
H 2.14817 -2.08816 0.99777 0.0029
H -1.98377 1.19120 -3.35574 0.0595
H -0.19328 -0.35107 -5.85256 0.0807
C 0.47721 -2.22846 -6.70826 -0.1546
H 2.36946 -6.04043 0.06888 0.0285
H 2.43265 -3.52147 4.83076 0.0287
H 2.07952 2.79125 -5.41859 0.1184
C 1.43378 -3.11530 -5.90805 -0.1507
H 2.89141 0.00691 1.47431 0.1101
H 1.68125 -0.21512 3.42854 0.0169
H -1.96215 1.33649 0.69699 0.1312
H 0.69462 1.53093 1.69655 0.1183
H -0.40097 -3.64957 4.80490 0.0362
H 1.39893 1.37092 -6.34757 0.1103
O 0.72715 1.51521 -4.36252 -0.1099
C -1.86561 -0.33507 -0.84706 -0.1402
H 0.09118 -2.96931 -1.90718 0.0196
H 3.38307 -4.59407 -0.15024 0.0379
H 2.90416 -5.10421 1.48707 0.0020
C -0.46721 3.34380 -3.29690 -0.0092
H -1.69089 -0.59904 2.51830 0.1108
C 1.19865 0.33694 -1.43717 -0.1259
H 1.19954 -0.99523 4.94971 0.0322
H -1.35912 -1.69372 -5.68312 0.1208
```